1.
72
Properties=species:S:1:pos:R:3:forces:R:3:lowdin_charge:R:1 method="wB97M-V/def2-TZVPD" multiplicity=4 charge=+3 lumo_energy_ev="-9.797 / -10.440" homo_energy_ev="-16.26 / -16.26" relative_energy_kj_mol=0.00 homo_lumo_gap_ha="0.2374 / 0.2138"
Re 1.630061 0.452674 0.435367 -0.309 -0.188 0.303 1.67
C -3.811040 -0.570326 -1.166732 -0.022 -0.014 -0.066 -0.02
C -3.470652 -1.539135 -2.272844 0.071 0.081 0.215 -0.22
C -4.353492 -1.736110 -3.331027 -0.069 -0.028 -0.082 -0.01
C -4.080298 -2.642032 -4.343694 -0.046 0.039 -0.001 -0.03
C -2.905331 -3.380787 -4.326858 0.022 -0.031 -0.010 -0.04
C -2.002589 -3.195188 -3.296690 0.125 -0.006 0.070 -0.01
C -2.287507 -2.281048 -2.286998 -0.102 -0.024 -0.198 -0.21
N -1.318991 -2.117569 -1.227823 0.061 -0.136 0.079 0.18
C -0.580822 -1.032109 -1.074512 -0.110 0.018 -0.058 -0.32
N -0.712579 -0.037532 -1.963141 0.159 0.152 0.053 0.19
C -0.091363 1.214969 -1.955651 0.010 -0.253 0.278 -0.17
C 0.797245 1.616209 -0.931012 0.106 -0.139 -0.114 -0.27
C 1.290381 2.942996 -0.932708 0.066 0.078 0.040 -0.10
C 0.961164 3.804495 -1.947568 -0.047 -0.009 -0.007 -0.03
C 0.133659 3.358166 -2.983030 0.031 -0.027 0.014 0.04
C -0.404066 2.078844 -3.009488 -0.080 0.186 -0.146 -0.18
C -1.320311 1.643790 -4.121349 -0.011 -0.001 0.007 -0.01
N 0.296253 -0.906766 -0.060045 -0.029 0.128 -0.437 -0.09
C 0.523814 -1.962507 0.893901 0.067 0.020 0.047 -0.30
C -0.364615 -2.103012 1.965608 -0.024 0.063 0.012 -0.03
C -0.127024 -3.063919 2.925702 0.028 -0.047 0.031 -0.03
C 1.013432 -3.864136 2.830497 -0.040 0.031 -0.009 -0.02
C 1.895311 -3.707062 1.776000 0.044 -0.040 -0.008 -0.01
C 1.671309 -2.760543 0.773730 0.072 -0.006 -0.107 -0.22
C 2.596568 -2.689626 -0.419339 -0.051 -0.011 0.117 -0.02
H -4.870048 -0.636484 -0.923342 -0.004 -0.006 -0.005 0.10
H -3.621967 0.464996 -1.467125 0.012 -0.013 0.006 0.08
H -3.249810 -0.769230 -0.253048 -0.012 -0.003 0.003 0.07
H -5.285748 -1.184453 -3.346197 0.013 -0.001 0.012 0.13
H -4.792312 -2.783230 -5.145914 -0.006 0.014 0.019 0.13
H -2.697337 -4.097693 -5.109182 0.010 0.008 0.013 0.12
H -1.078453 -3.760648 -3.264435 -0.021 0.008 -0.008 0.12
H -1.151595 -2.887664 -0.592996 -0.037 0.013 0.022 0.17
H -1.365667 -0.219107 -2.718967 -0.018 -0.041 0.006 0.13
H 1.924390 3.285897 -0.120973 0.014 -0.007 -0.036 0.10
H 1.335592 4.818826 -1.948972 -0.001 -0.006 -0.018 0.13
H -0.106723 4.038243 -3.791168 -0.011 -0.018 0.004 0.14
H -1.364702 2.401884 -4.898906 -0.004 0.008 0.008 0.10
H -2.343218 1.489697 -3.763372 0.017 -0.009 0.001 0.10
H -0.978807 0.718808 -4.594265 0.010 0.014 -0.001 0.10
H -1.233895 -1.455710 2.021885 0.012 -0.022 0.000 0.13
H -0.821558 -3.198100 3.744504 0.011 -0.004 -0.011 0.13
H 1.206932 -4.620170 3.580271 -0.008 0.012 -0.005 0.13
H 2.767356 -4.346266 1.707754 -0.012 0.014 0.009 0.13
H 3.582528 -3.075513 -0.167137 -0.011 0.001 0.000 0.10
H 2.729960 -1.672746 -0.815597 0.005 -0.014 -0.036 0.04
H 2.208916 -3.289626 -1.245367 0.007 0.025 -0.019 0.11
N 0.776824 0.989913 4.459516 -0.011 -0.002 0.092 0.19
C 1.572913 0.697277 3.447449 -0.016 0.053 -0.067 -0.11
N 0.981169 0.972099 2.279164 -0.039 0.163 -0.099 -0.08
C -0.305398 1.478947 2.577353 0.050 -0.059 0.252 -0.20
C -1.350929 1.917612 1.771192 0.063 -0.022 -0.107 -0.01
C -2.492108 2.357224 2.411238 -0.039 0.015 -0.005 -0.03
C -2.603268 2.366264 3.810477 0.019 -0.006 -0.004 -0.03
C -1.570748 1.933793 4.615427 -0.039 0.013 0.104 0.03
C -0.427191 1.490151 3.966443 0.043 -0.019 -0.122 -0.16
H 1.020391 0.876635 5.434538 0.002 -0.005 -0.002 0.20
H 2.566409 0.293861 3.563141 -0.008 0.004 0.000 0.15
H -1.270195 1.934337 0.692689 -0.022 0.012 -0.006 0.10
H -3.324147 2.716242 1.820464 0.010 -0.006 0.000 0.12
H -3.515428 2.725196 4.266618 0.000 0.001 -0.008 0.13
H -1.650009 1.944077 5.694495 0.003 -0.001 -0.013 0.14
N 5.830210 3.042349 2.584624 0.059 0.118 0.055 0.19
N 5.138623 2.282222 1.698647 -0.145 0.008 0.034 -0.24
N 5.748745 1.623907 0.733255 0.084 0.019 -0.050 0.19
C 4.764001 0.936603 0.198323 -0.087 0.063 0.141 -0.13
N 3.603855 1.185172 0.844236 0.084 -0.033 -0.125 -0.17
N 3.872679 2.063843 1.818475 0.161 -0.006 -0.017 0.10
H 6.707919 3.349512 2.176987 0.015 -0.093 -0.038 0.14
H 5.265360 3.805711 2.939779 -0.050 -0.033 -0.010 0.13
H 4.887972 0.272602 -0.642283 -0.024 0.007 0.007 0.13

2.
76
Properties=species:S:1:pos:R:3:forces:R:3:lowdin_charge:R:1 method="wB97M-V/def2-TZVPD" multiplicity=1 charge=+2 lumo_energy_ev="-5.794 / -5.797" homo_energy_ev="-11.25 / -11.25" relative_energy_kj_mol=94.97 homo_lumo_gap_ha="0.2007 / 0.2004"
Ti -0.683497 -0.849149 0.778398 -0.863 0.016 0.305 0.82
C -3.681114 1.720782 2.401994 0.107 0.137 -0.016 -0.01
C -2.537044 0.793499 2.138880 -0.094 -0.239 -0.027 -0.27
N -2.369978 0.211052 0.924975 0.039 -0.170 0.094 -0.13
N -3.515501 -0.014746 0.157695 -0.031 -0.036 0.121 0.01
C -3.818880 -1.296744 -0.093272 -0.031 0.031 -0.037 -0.81
N -4.964437 -1.563582 -0.731768 -0.002 -0.005 0.010 0.12
S -2.747844 -2.521969 0.359362 0.274 -0.009 -0.049 0.72
C -1.682126 0.288493 3.139625 0.053 0.036 0.003 -0.23
C -1.651868 0.756353 4.483852 -0.003 0.049 0.000 -0.01
C -1.002722 0.038527 5.437197 -0.017 0.016 -0.019 -0.04
C -0.338452 -1.159077 5.077159 0.009 -0.023 -0.037 -0.04
C -0.304286 -1.520352 3.768522 0.009 -0.016 0.026 -0.12
N -0.909505 -0.801335 2.779733 0.093 0.003 -0.070 -0.04
H -4.637285 1.214108 2.244148 0.005 -0.009 -0.002 0.09
H -3.688457 2.068901 3.429647 0.014 0.016 -0.005 0.08
H -3.651061 2.603735 1.756947 -0.006 -0.005 -0.019 0.09
H -4.206415 0.719045 0.096054 0.010 0.008 -0.054 0.15
H -5.684972 -0.871131 -0.854861 0.002 0.002 0.001 0.12
H -5.209759 -2.526385 -0.889106 0.006 -0.002 0.002 0.11
H -2.162773 1.672077 4.742560 0.010 0.004 0.009 0.11
H -0.997572 0.373102 6.465665 -0.005 0.004 -0.001 0.12
H 0.158697 -1.768280 5.817512 0.000 0.000 0.001 0.11
H 0.233116 -2.399550 3.441714 0.003 -0.003 0.018 0.10
N -0.430624 -1.274413 -1.349813 0.144 -0.084 -0.137 0.14
C -0.364572 -1.769232 -2.384905 0.024 0.069 0.012 -0.09
C -0.282061 -2.386743 -3.668076 -0.016 -0.033 -0.028 -0.22
C -1.419014 -2.448002 -4.475809 0.012 -0.002 0.000 -0.01
C -1.328719 -3.052953 -5.716739 0.002 0.000 -0.005 -0.04
C -0.120514 -3.592174 -6.140258 -0.002 -0.001 0.001 -0.04
C 1.007863 -3.532639 -5.330127 -0.004 0.000 -0.007 -0.05
C 0.934996 -2.928335 -4.088916 -0.014 -0.003 -0.006 -0.03
H -2.354506 -2.030294 -4.128581 0.001 0.001 0.004 0.12
H -2.199841 -3.108608 -6.354477 -0.003 0.002 0.003 0.12
H -0.057490 -4.066291 -7.110499 0.000 0.001 0.000 0.12
H 1.941106 -3.959813 -5.669971 0.002 0.001 0.007 0.12
H 1.804096 -2.871264 -3.446836 -0.001 0.002 0.003 0.12
N 4.100866 -2.792396 0.847840 -0.071 0.035 -0.104 0.16
N 2.738341 -2.950808 0.691180 -0.047 -0.106 0.099 -0.26
N 2.212321 -4.068104 0.241262 -0.030 0.001 -0.022 0.16
C 0.917291 -3.825825 0.377050 -0.013 -0.045 0.064 -0.15
N 0.704288 -2.612009 0.899102 -0.029 0.158 -0.217 -0.08
N 1.892340 -2.065581 1.101166 0.268 -0.003 0.070 0.11
H 4.554506 -3.470007 0.243226 -0.003 -0.028 0.061 0.12
H 4.346096 -1.845642 0.578026 0.003 -0.011 0.031 0.11
H 0.142453 -4.523665 0.109587 -0.002 0.006 -0.018 0.13
C 3.640420 2.979070 0.273026 0.015 -0.017 0.008 -0.02
O 2.324143 2.867969 -0.266077 0.049 0.047 -0.054 -0.08
C 2.121721 2.056716 -1.315496 0.024 -0.040 0.005 -0.22
C 3.102411 1.268067 -1.913993 -0.004 0.019 0.013 0.01
C 2.814968 0.549897 -3.064094 -0.002 0.003 -0.016 -0.05
C 1.551683 0.596747 -3.638300 0.013 0.011 0.009 -0.09
C 0.565441 1.350010 -3.029386 0.016 0.009 0.019 -0.02
C 0.834837 2.053586 -1.864139 -0.049 -0.010 -0.014 -0.15
N -0.195165 2.906177 -1.368264 0.001 0.003 -0.080 0.16
C -0.527064 3.330675 -0.174189 -0.004 0.066 0.078 0.04
C -0.068901 2.991220 1.120671 -0.013 -0.079 -0.034 -0.15
C -0.139522 4.034294 2.075112 0.006 -0.027 0.012 -0.01
C 0.467378 3.912051 3.297133 0.002 0.014 0.005 -0.05
C 1.141717 2.722058 3.602419 0.011 -0.014 0.017 -0.03
C 1.157821 1.658957 2.726591 -0.024 -0.012 0.000 -0.01
C 0.512094 1.751591 1.488878 0.033 0.048 0.122 -0.33
O 0.396716 0.690200 0.714648 0.139 0.220 -0.149 -0.19
H 3.574540 3.726734 1.056891 -0.003 -0.002 0.006 0.10
H 4.347081 3.307893 -0.489496 -0.003 0.004 -0.001 0.11
H 3.962757 2.028563 0.702632 0.001 -0.002 -0.007 0.10
H 4.105710 1.260088 -1.513718 -0.003 0.000 0.007 0.11
H 3.603082 -0.021222 -3.537761 -0.004 -0.004 0.001 0.12
H 1.341771 0.066186 -4.556421 0.005 0.003 -0.001 0.11
H -0.428945 1.401829 -3.458808 0.000 0.003 -0.003 0.13
H -0.712714 3.348799 -2.116957 -0.018 -0.022 0.002 0.17
H -1.245012 4.145132 -0.214801 0.009 0.006 0.000 0.15
H -0.634721 4.959396 1.803696 0.003 0.000 -0.001 0.13
H 0.440474 4.724349 4.009032 -0.003 0.001 -0.001 0.12
H 1.635577 2.621205 4.560785 -0.002 0.006 0.001 0.12
H 1.624209 0.719187 2.994324 0.002 0.001 -0.009 0.13

3.
78
Properties=species:S:1:pos:R:3:forces:R:3:lowdin_charge:R:1 method="wB97M-V/def2-TZVPD" multiplicity=1 charge=-2 lumo_energy_ev=3.959 homo_energy_ev=-1.78 relative_energy_kj_mol=43.80 homo_lumo_gap_ha=0.2109
Sn -0.205513 -0.584686 -0.640537 0.387 -0.182 -0.309 1.17
O -4.951876 4.019324 -3.711661 -0.045 0.040 -0.014 -0.12
C -3.815884 3.917247 -3.301741 0.074 -0.071 0.014 -1.07
S -2.651682 2.728676 -3.890610 -0.082 -0.028 0.000 0.91
C -1.270548 3.158888 -2.872152 0.157 -0.136 -0.125 -1.27
C -1.504562 4.225734 -2.059473 -0.119 0.091 -0.022 -1.20
S -0.321936 4.884606 -0.977532 0.024 0.020 0.222 0.34
S -3.122697 4.925794 -2.038813 -0.024 0.035 -0.010 0.90
S 0.114324 2.170253 -2.979432 -0.176 0.137 -0.009 0.36
C -2.852409 -4.793711 5.354082 -0.041 -0.026 0.047 -0.07
C -2.135756 -4.586234 4.048132 -0.012 0.055 -0.041 -0.29
C -2.303180 -3.405711 3.328046 0.042 -0.032 0.004 -0.03
C -1.616070 -3.180738 2.146022 -0.019 0.051 0.069 -0.04
C -0.753882 -4.156200 1.664730 0.015 0.133 -0.040 -0.26
C -0.569479 -5.334260 2.366782 0.014 -0.095 -0.058 -0.06
C -1.264287 -5.546912 3.549298 0.026 -0.057 0.005 -0.06
S 0.138917 -3.848459 0.144593 0.056 -0.232 0.055 0.52
O -0.852569 -3.698461 -0.914105 0.052 -0.036 -0.083 -0.37
O 1.039222 -4.980858 0.014475 -0.003 0.038 0.055 -0.33
N 0.849326 -2.469730 0.281241 -0.520 0.390 0.063 -0.34
C 1.632177 -2.134173 1.450532 0.256 -0.069 0.060 -0.19
C 1.315266 -0.720629 1.970659 0.078 -0.127 0.073 -0.63
O 1.775927 -0.365229 3.043320 0.014 -0.064 -0.062 0.03
O 0.580826 0.019636 1.202943 0.044 0.229 0.227 -0.29
H -3.791093 -4.239650 5.377307 -0.008 0.004 0.005 0.07
H -2.245510 -4.445266 6.193243 0.013 0.012 -0.001 0.08
H -3.074445 -5.848204 5.526001 0.008 -0.007 -0.014 0.07
H -2.974454 -2.640104 3.699429 -0.020 0.014 0.019 0.11
H -1.749767 -2.245793 1.608945 -0.013 0.020 -0.070 0.09
H 0.115599 -6.073362 1.973100 0.006 0.001 0.010 0.10
H -1.120502 -6.475088 4.092931 -0.004 0.006 0.016 0.10
H 2.702901 -2.140083 1.215553 -0.029 -0.014 0.031 0.11
H 1.485537 -2.822884 2.288800 -0.034 0.014 -0.020 0.12
C 5.111060 -4.292514 -2.958491 0.005 -0.001 -0.016 -0.05
N 3.681350 -4.126984 -2.971621 0.078 -0.010 -0.037 -0.08
C 3.022518 -2.968691 -2.688602 -0.028 0.301 0.123 -0.78
Se 3.757768 -1.350437 -2.271817 0.002 -0.093 0.024 0.57
N 1.699192 -3.240561 -2.794294 0.132 -0.042 0.107 0.13
C 1.500474 -4.569585 -3.113146 -0.037 -0.109 -0.063 -0.18
C 0.356113 -5.323804 -3.300743 0.077 -0.008 0.005 -0.01
C 0.532691 -6.657673 -3.639594 -0.043 -0.026 0.012 -0.10
C 1.801771 -7.218091 -3.780308 -0.005 -0.065 -0.036 -0.11
C 2.949392 -6.461508 -3.587043 0.008 0.046 0.026 -0.03
C 2.771143 -5.131424 -3.246798 -0.139 -0.078 -0.047 -0.17
H 5.541031 -3.396173 -2.516422 0.010 -0.011 -0.009 0.03
H 5.497774 -4.417656 -3.972749 -0.002 -0.006 0.008 0.09
H 5.369815 -5.166702 -2.359539 0.014 0.001 0.005 0.09
H 1.002499 -2.598624 -2.438567 -0.038 0.009 -0.080 0.09
H -0.621364 -4.896943 -3.140621 -0.037 0.034 0.012 0.11
H -0.339451 -7.283809 -3.780081 0.005 0.004 0.001 0.09
H 1.894817 -8.266071 -4.037062 -0.002 0.002 -0.005 0.09
H 3.936265 -6.893847 -3.687001 0.008 0.002 0.000 0.10
C -4.234949 -1.473081 0.254741 -0.088 -0.037 0.041 -0.05
C -3.236141 -0.568027 -0.460445 0.079 0.135 0.062 -0.73
C -3.731891 0.879260 -0.461818 -0.023 -0.028 0.039 -0.03
C -3.072908 -1.046015 -1.908311 -0.008 -0.160 0.069 -0.08
O -2.022773 -0.623687 0.274448 -0.221 -0.130 -0.103 -0.41
H -5.213949 -1.442151 -0.231262 -0.027 0.008 -0.004 0.08
H -4.349503 -1.148935 1.292083 0.008 0.003 0.006 0.08
H -3.877532 -2.505345 0.254057 0.022 0.016 -0.019 0.08
H -4.671140 0.985399 -1.011092 -0.018 -0.001 -0.023 0.09
H -2.986117 1.529126 -0.925172 0.020 0.007 -0.005 0.07
H -3.887278 1.220043 0.564171 0.013 0.009 0.008 0.07
H -4.034980 -1.068761 -2.426458 -0.047 0.033 0.048 0.08
H -2.648476 -2.054120 -1.922860 0.013 0.020 0.009 0.07
H -2.417947 -0.379168 -2.466501 0.066 0.102 -0.094 0.04
Te -0.141440 3.160850 0.695236 0.169 -0.067 -0.173 1.08
C -1.461828 4.017696 2.108707 -0.041 0.130 0.021 -0.58
C -2.431142 3.220562 2.708602 0.032 -0.088 -0.004 -0.14
C -3.291168 3.751168 3.661053 -0.028 -0.033 0.001 -0.10
C -3.206121 5.089830 4.009272 -0.063 0.014 0.048 -0.12
C -2.246781 5.893591 3.408838 0.036 0.046 -0.011 -0.11
C -1.373165 5.359257 2.474219 -0.024 -0.007 -0.008 -0.16
H -2.515596 2.178215 2.426731 0.003 -0.038 -0.021 0.09
H -4.039452 3.114020 4.117404 -0.003 0.008 0.006 0.10
H -3.887455 5.507926 4.741062 0.006 -0.003 0.002 0.09
H -2.173357 6.942314 3.673393 -0.003 -0.001 0.003 0.09
H -0.622694 5.991594 2.016497 0.002 -0.003 -0.026 0.08